A molecular structure, C41H32F2N2P2Pd. Source: OMol25; level of theory: wB97M-V/def2-TZVPD.

The geometry in XYZ format:
```
80
Properties=species:S:1:pos:R:3:lowdin_charge:R:1
Pd -0.421 0.173 -0.634 0.72
C 1.420 2.040 -2.369 -0.25
P 1.916 0.504 -1.462 1.03
C 3.671 0.910 -1.132 -0.35
C 3.947 1.689 -0.009 -0.09
C 5.230 2.168 0.222 -0.08
C 6.253 1.865 -0.661 -0.09
C 5.986 1.096 -1.787 -0.08
C 4.703 0.627 -2.028 -0.09
C 2.005 -0.859 -2.693 -0.39
C 2.897 -1.916 -2.508 -0.14
C 2.859 -3.036 -3.329 -0.09
C 1.923 -3.117 -4.349 -0.09
C 1.013 -2.083 -4.526 -0.08
C 1.045 -0.970 -3.699 -0.10
C 0.714 2.832 -1.322 -0.42
C 0.963 4.051 -0.729 -0.07
C 0.093 4.147 0.390 -0.07
C -0.630 2.975 0.440 -0.40
C -1.609 2.447 1.447 -0.25
P -1.092 0.708 1.737 1.04
C 0.059 0.848 3.152 -0.35
C -0.340 0.803 4.488 -0.08
C 0.588 0.978 5.504 -0.09
C 1.923 1.213 5.196 -0.09
C 2.328 1.262 3.870 -0.08
C 1.399 1.073 2.856 -0.10
C -2.504 -0.210 2.421 -0.38
C -3.802 0.290 2.461 -0.09
C -4.868 -0.536 2.801 -0.08
C -4.647 -1.868 3.110 -0.09
C -3.352 -2.375 3.086 -0.08
C -2.293 -1.556 2.733 -0.11
N -0.267 2.181 -0.625 -0.13
H 0.752 1.765 -3.187 0.07
H 2.291 2.556 -2.771 0.10
H 3.150 1.950 0.676 0.08
H 5.425 2.782 1.092 0.10
H 7.255 2.233 -0.480 0.10
H 6.780 0.864 -2.486 0.10
H 4.504 0.057 -2.925 0.10
H 3.629 -1.867 -1.709 0.11
H 3.556 -3.848 -3.163 0.10
H 1.902 -3.980 -5.002 0.10
H 0.268 -2.145 -5.309 0.10
H 0.302 -0.194 -3.827 0.09
H 1.671 4.794 -1.064 0.09
H 0.013 4.974 1.079 0.09
H -2.620 2.444 1.031 0.06
H -1.607 3.018 2.374 0.10
H -1.381 0.622 4.733 0.10
H 0.270 0.940 6.538 0.10
H 2.646 1.349 5.990 0.10
H 3.368 1.442 3.625 0.10
H 1.704 1.084 1.817 0.06
H -3.992 1.329 2.221 0.10
H -5.874 -0.135 2.819 0.10
H -5.479 -2.513 3.362 0.10
H -3.173 -3.415 3.330 0.10
H -1.287 -1.961 2.686 0.11
F -5.266 2.315 -1.453 0.07
C -4.502 1.215 -1.309 -0.27
C -3.127 1.352 -1.300 -0.05
C -2.351 0.206 -1.176 -0.18
C -2.964 -1.051 -1.070 -0.15
C -4.349 -1.113 -1.029 -0.22
F -4.965 -2.302 -0.846 0.06
C -5.148 0.002 -1.151 0.06
C -2.052 -2.191 -1.051 -0.20
C -2.375 -3.495 -1.421 0.01
C -1.377 -4.449 -1.470 -0.05
C -0.076 -4.099 -1.135 -0.05
C 0.171 -2.793 -0.770 -0.12
N -0.784 -1.862 -0.735 -0.02
H -2.679 2.333 -1.387 0.11
H -6.225 -0.074 -1.126 0.13
H -3.394 -3.745 -1.672 0.11
H -1.611 -5.461 -1.776 0.11
H 0.729 -4.819 -1.148 0.11
H 1.160 -2.469 -0.480 0.10
```

- Frontier orbital gap: 6.90 eV
- HOMO: -6.8 eV
- LUMO energy: 0.133 eV

---

A molecular structure, C41H32MoN7O2. Source: OMol25; level of theory: wB97M-V/def2-TZVPD.

The geometry in XYZ format:
```
83
Properties=species:S:1:pos:R:3:mulliken_spin:R:1
Mo 0.066 0.788 0.170 1.96
C -5.313 -0.045 -4.859 0.00
C -4.309 -0.177 -3.738 0.01
C -4.418 -1.171 -2.769 -0.01
C -3.520 -1.266 -1.727 0.01
C -2.414 -0.407 -1.591 0.03
N -1.466 -0.570 -0.576 -0.05
C -1.426 -1.837 0.081 0.00
C -1.337 -3.064 -0.583 0.01
C -1.171 -4.256 0.097 0.00
C -1.061 -4.298 1.489 0.01
C -0.820 -5.588 2.235 0.00
C -1.162 -3.099 2.161 -0.02
C -1.362 -1.912 1.473 -0.01
N -1.600 -0.732 2.252 0.05
C -2.385 -0.621 3.342 0.01
C -2.603 0.715 3.579 0.00
C -1.914 1.373 2.561 0.04
N -1.312 0.489 1.764 -0.06
C -2.374 0.635 -2.517 0.01
C -3.300 0.742 -3.557 -0.01
N -1.479 1.753 -2.305 0.02
C -1.299 2.764 -3.169 0.01
C -1.009 3.902 -2.455 0.01
C -1.013 3.495 -1.122 0.01
N -1.274 2.189 -1.011 0.00
H -5.562 -1.018 -5.286 0.00
H -6.244 0.400 -4.497 0.00
H -4.935 0.589 -5.663 0.00
H -5.239 -1.880 -2.822 0.00
H -3.668 -2.035 -0.983 0.00
H -1.378 -3.071 -1.665 0.00
H -1.099 -5.181 -0.469 0.00
H -0.912 -6.446 1.571 0.00
H 0.183 -5.610 2.669 0.00
H -1.532 -5.716 3.052 0.00
H -1.073 -3.076 3.246 0.00
H -2.758 -1.501 3.844 0.00
H -3.188 1.157 4.371 0.00
H -1.837 2.430 2.350 0.00
H -3.247 1.592 -4.229 0.00
H -1.422 2.617 -4.233 0.00
H -0.813 4.891 -2.843 0.00
H -0.818 4.088 -0.244 0.00
O 1.756 4.458 1.026 0.01
C 1.479 3.398 0.537 0.01
O 0.568 2.559 0.987 0.01
C 2.100 2.919 -0.741 0.03
C 3.081 3.658 -1.354 0.00
C 3.570 3.228 -2.572 0.01
C 3.024 2.086 -3.131 0.00
C 2.045 1.395 -2.442 0.03
N 1.586 1.781 -1.243 -0.05
H 3.422 4.559 -0.861 0.00
H 4.349 3.778 -3.086 0.00
H 3.352 1.712 -4.093 0.00
H 1.616 0.510 -2.869 0.00
C 1.462 -2.661 -2.278 -0.01
C 2.389 -3.290 -1.451 0.03
C 2.694 -2.720 -0.231 -0.02
C 2.081 -1.526 0.167 0.02
C 1.103 -0.922 -0.608 -0.13
C 0.818 -1.518 -1.843 0.03
C 2.480 -0.806 1.383 0.04
C 3.711 -1.116 2.005 -0.01
C 4.194 -0.304 2.969 0.01
C 3.411 0.774 3.426 -0.01
C 3.878 1.603 4.474 0.01
C 3.077 2.568 5.006 0.00
C 1.762 2.695 4.519 0.01
C 1.305 1.920 3.491 -0.01
C 2.129 0.964 2.866 0.03
N 1.704 0.213 1.754 -0.05
H 1.211 -3.087 -3.246 0.00
H 2.860 -4.219 -1.754 0.00
H 3.406 -3.215 0.421 0.00
H 0.025 -1.105 -2.466 0.01
H 4.289 -1.957 1.649 0.00
H 5.172 -0.478 3.406 0.00
H 4.880 1.433 4.858 0.00
H 3.435 3.212 5.802 0.00
H 1.093 3.421 4.966 0.00
H 0.300 2.046 3.162 -0.01
```

- Net charge: +1
- Spin multiplicity: 3
- ΔE to the lowest compared entry with this formula, charge and spin: 0.7892 eV
- Frontier orbital gap (spin up / spin down): 6.80 / 6.16 eV
- HOMO (spin up / spin down): -9.5 / -9.7 eV
- LUMO energy (spin up / spin down): -2.695 / -3.497 eV

---

A molecular structure, C41H33N8O10PPtS3. Source: OMol25; level of theory: wB97M-V/def2-TZVPD.

The geometry in XYZ format:
```
97
Properties=species:S:1:pos:R:3:lowdin_charge:R:1
Pt -0.896 -1.785 -0.181 1.60
N -10.020 2.632 0.637 0.16
C -9.010 2.107 0.484 -0.18
C -7.741 1.447 0.293 -0.22
C -7.596 0.504 -0.722 -0.01
C -6.377 -0.128 -0.903 -0.01
C -5.297 0.184 -0.082 -0.18
C -5.449 1.131 0.925 0.00
C -6.666 1.759 1.120 0.00
C -3.978 -0.478 -0.287 -0.05
C -2.946 0.307 -0.780 -0.23
C -3.047 1.623 -1.302 0.04
C -1.831 1.946 -1.855 -0.02
C -0.993 0.835 -1.646 -0.12
N -1.645 -0.136 -1.015 -0.10
C -3.889 -1.852 -0.089 -0.25
C -4.917 -2.792 0.134 0.00
C -4.369 -4.047 -0.058 -0.04
C -3.012 -3.858 -0.366 -0.11
N -2.726 -2.554 -0.375 -0.09
H -8.435 0.272 -1.363 0.12
H -6.255 -0.859 -1.691 0.13
H -4.606 1.370 1.561 0.13
H -6.790 2.490 1.906 0.13
H -3.942 2.223 -1.292 0.13
H -1.544 2.862 -2.345 0.09
H 0.030 0.700 -1.949 0.10
H -5.942 -2.552 0.366 0.12
H -4.867 -5.000 0.005 0.10
H -2.269 -4.597 -0.597 0.11
C 7.109 1.458 -0.018 -0.05
C 5.855 0.662 0.220 -0.27
C 5.280 0.592 1.482 -0.03
C 4.138 -0.162 1.708 -0.06
C 3.570 -0.859 0.658 -0.33
C 4.125 -0.807 -0.616 -0.05
C 5.256 -0.040 -0.828 -0.03
S 2.178 -1.903 0.956 0.52
O 2.656 -3.258 0.873 -0.25
O 1.595 -1.506 2.225 -0.32
O 1.241 -1.592 -0.194 -0.48
H 7.382 2.039 0.863 0.07
H 6.991 2.143 -0.860 0.08
H 7.946 0.798 -0.254 0.08
H 5.726 1.139 2.304 0.12
H 3.678 -0.203 2.686 0.12
H 3.668 -1.359 -1.428 0.11
H 5.690 0.009 -1.820 0.12
N -2.054 -1.328 2.598 0.05
N -0.971 -0.835 1.829 -0.03
H -2.224 -0.703 3.378 0.11
H -1.784 -2.241 2.952 0.09
H -0.034 -1.073 2.193 0.05
H -1.047 0.173 1.714 0.07
S -0.633 3.483 1.733 0.08
P 0.932 3.464 0.506 0.03
S 1.288 1.501 0.549 0.29
C 0.538 4.057 -1.152 -0.39
C -0.309 5.149 -1.313 -0.10
C -0.590 5.620 -2.586 -0.08
C -0.025 5.005 -3.696 -0.09
C 0.822 3.917 -3.535 -0.09
C 1.107 3.442 -2.262 -0.13
C 2.338 4.448 1.057 -0.37
C 2.154 5.571 1.854 -0.09
C 3.252 6.333 2.228 -0.08
C 4.524 5.972 1.809 -0.09
C 4.708 4.845 1.019 -0.08
C 3.615 4.079 0.640 -0.10
H -0.764 5.613 -0.446 0.09
H -1.255 6.464 -2.713 0.10
H -0.249 5.372 -4.689 0.10
H 1.258 3.434 -4.399 0.10
H 1.756 2.583 -2.132 0.08
H 1.160 5.836 2.194 0.08
H 3.114 7.205 2.854 0.10
H 5.378 6.566 2.106 0.10
H 5.701 4.556 0.703 0.10
H 3.759 3.185 0.043 0.09
O 2.498 -8.899 -0.235 0.10
N 2.395 -7.957 -0.995 -0.35
O 2.858 -7.914 -2.118 0.09
C 1.654 -6.785 -0.527 -0.11
C 1.068 -6.805 0.723 0.11
C 0.388 -5.697 1.178 -0.02
C 0.251 -4.515 0.393 -0.30
O -0.305 -3.459 0.811 -0.18
C 0.834 -4.596 -0.903 -0.07
C 1.552 -5.677 -1.345 0.10
N 0.732 -3.439 -1.817 -0.28
O -0.346 -2.820 -1.868 -0.09
O 1.676 -3.184 -2.520 0.19
N -0.182 -5.805 2.529 -0.33
O -0.490 -4.792 3.129 0.10
O -0.272 -6.920 3.001 0.09
H 1.145 -7.680 1.351 0.14
H 2.026 -5.655 -2.316 0.14
```

- Frontier orbital gap (spin up / spin down): 3.54 / 2.84 eV
- HOMO (spin up / spin down): -6.7 / -6.3 eV
- LUMO energy (spin up / spin down): -3.129 / -3.491 eV

---

A molecular structure, C41H34BrF3N5OTi. Source: OMol25; level of theory: wB97M-V/def2-TZVPD.

The geometry in XYZ format:
```
86
Properties=species:S:1:pos:R:3:mulliken_spin:R:1
Ti 0.077 0.800 0.206 0.91
C -3.217 1.226 -0.082 0.02
N -2.024 1.427 -0.906 -0.06
C -1.943 2.846 -1.302 0.02
C -2.001 0.626 -2.116 0.00
C -3.150 0.347 -2.829 0.00
C -3.096 -0.315 -4.053 0.00
C -1.855 -0.654 -4.564 0.00
C -0.693 -0.385 -3.857 0.00
C -0.730 0.227 -2.591 0.01
N 0.365 0.482 -1.805 0.00
C 1.614 -0.033 -2.215 -0.04
C 1.833 -1.407 -2.251 0.00
C 3.083 -1.944 -2.526 0.00
C 4.144 -1.090 -2.775 0.01
C 3.944 0.284 -2.762 -0.01
C 2.693 0.837 -2.482 0.00
N 2.509 2.226 -2.399 0.02
C 3.684 3.055 -2.295 0.00
C 1.495 2.819 -3.247 0.00
H -4.109 1.686 -0.527 0.00
H -3.381 0.162 0.066 0.01
H -3.049 1.693 0.890 -0.01
H -2.788 3.103 -1.953 0.00
H -1.953 3.471 -0.412 0.00
H -1.007 3.022 -1.826 -0.01
H -4.111 0.648 -2.430 0.00
H -4.006 -0.544 -4.592 0.00
H -1.782 -1.145 -5.528 0.00
H 0.263 -0.675 -4.271 0.00
H 0.996 -2.051 -2.004 0.00
H 3.225 -3.018 -2.524 0.00
H 5.130 -1.485 -2.990 0.00
H 4.779 0.940 -2.967 0.00
H 3.382 4.048 -1.958 0.01
H 4.222 3.169 -3.253 0.00
H 4.369 2.647 -1.553 0.00
H 1.895 3.052 -4.248 0.00
H 0.651 2.145 -3.361 0.00
H 1.139 3.748 -2.795 0.00
Br 4.889 6.226 2.064 0.00
C 3.429 5.092 1.582 -0.10
C 2.177 5.653 1.377 0.21
C 1.132 4.805 1.020 -0.11
C 1.298 3.433 0.851 0.16
O 0.263 2.707 0.448 0.08
C 2.596 2.860 1.089 0.02
C 2.870 1.479 1.051 0.39
N 1.984 0.507 0.684 0.12
C 1.921 -0.603 1.532 0.08
C 2.730 -1.710 1.503 0.07
C 2.617 -2.692 2.516 -0.02
C 1.752 -2.552 3.565 0.04
C 0.901 -1.418 3.630 0.01
C 0.004 -1.135 4.683 0.01
C -0.765 0.000 4.638 0.00
C -0.703 0.822 3.500 0.01
N 0.099 0.571 2.492 0.02
C 0.948 -0.491 2.578 -0.08
C 3.645 3.742 1.447 0.15
H 2.019 6.716 1.490 0.02
H 0.141 5.208 0.847 0.00
H 3.839 1.155 1.431 0.00
H 3.455 -1.813 0.706 0.01
H 3.256 -3.565 2.470 0.00
H 1.703 -3.299 4.348 0.00
H -0.065 -1.816 5.523 0.00
H -1.443 0.251 5.442 0.00
H -1.360 1.678 3.393 0.00
H 4.633 3.333 1.621 0.01
F -4.805 -7.527 1.862 0.00
C -5.307 -6.323 2.219 0.00
F -5.572 -6.392 3.537 0.00
F -6.503 -6.225 1.592 0.00
C -4.390 -5.200 1.868 0.01
C -3.953 -5.074 0.552 0.00
C -3.116 -4.037 0.196 0.01
C -2.693 -3.095 1.147 -0.01
C -3.143 -3.240 2.464 0.01
C -3.982 -4.280 2.823 0.00
C -1.828 -2.021 0.788 0.04
C -1.093 -1.094 0.482 -0.03
H -4.271 -5.794 -0.192 0.00
H -2.771 -3.933 -0.824 0.00
H -2.815 -2.522 3.206 0.00
H -4.318 -4.378 3.846 0.00
```

- Net charge: -1
- Spin multiplicity: 3
- ΔE to the lowest compared entry with this formula, charge and spin: 0.5862 eV
- Frontier orbital gap (spin up / spin down): 5.01 / 6.61 eV
- HOMO (spin up / spin down): -2.8 / -4.5 eV
- LUMO energy (spin up / spin down): 2.210 / 2.154 eV

---

A molecular structure, C41H34CeN7O2S. Source: OMol25; level of theory: wB97M-V/def2-TZVPD.

The geometry in XYZ format:
```
86
Properties=species:S:1:pos:R:3:lowdin_charge:R:1
Ce 0.175 -0.046 0.635 1.32
C 3.561 2.768 1.891 -0.01
C 2.975 1.481 1.751 -0.09
N 1.750 1.212 2.108 0.01
C 0.933 2.219 2.543 -0.18
C 1.438 3.520 2.685 -0.16
C 2.779 3.769 2.325 0.01
C 0.568 4.568 3.053 -0.04
C -0.762 4.296 3.214 -0.07
C -1.285 2.981 3.168 -0.01
C -0.451 1.919 2.845 -0.22
N -0.758 0.578 2.662 -0.06
C -1.854 -0.057 3.274 -0.17
C -2.665 0.323 4.314 0.00
C -3.654 -0.564 4.814 -0.05
C -3.860 -1.808 4.269 -0.02
C -3.041 -2.223 3.192 -0.16
C -3.189 -3.472 2.548 0.00
C -2.283 -3.917 1.651 -0.02
C -1.212 -3.042 1.360 -0.12
N -1.128 -1.840 1.820 0.04
C -2.032 -1.386 2.749 -0.14
H 4.563 2.954 1.529 0.12
H 3.543 0.663 1.315 0.13
H 3.131 4.792 2.400 0.13
H 0.988 5.573 3.181 0.13
H -1.413 5.116 3.493 0.11
H -2.341 2.844 3.336 0.11
H -2.537 1.262 4.814 0.10
H -4.260 -0.230 5.628 0.10
H -4.679 -2.418 4.612 0.11
H -4.024 -4.098 2.787 0.12
H -2.322 -4.918 1.171 0.13
H -0.468 -3.375 0.652 0.11
C 4.570 -2.607 -2.893 -0.01
C 3.244 -2.178 -2.330 -0.28
N 2.251 -1.914 -3.082 0.05
O 2.533 -1.971 -4.407 -0.02
C 3.029 -2.170 -0.864 -0.25
C 3.798 -3.051 0.051 0.00
N 2.086 -1.392 -0.419 -0.07
O 1.776 -1.483 0.915 -0.31
H 4.381 -2.964 -3.900 0.08
H 5.054 -3.413 -2.374 0.06
H 5.311 -1.769 -2.932 0.11
H 1.649 -1.895 -4.795 0.11
H 3.167 -3.896 0.332 0.11
H 4.060 -2.524 0.928 0.07
H 4.700 -3.468 -0.407 0.08
S 0.393 4.744 -1.317 1.13
C 0.015 3.406 -0.305 -0.46
N 0.644 2.313 -0.521 -0.02
C 1.598 2.492 -1.516 -0.29
C 2.504 1.543 -1.985 -0.01
C 3.437 1.927 -2.917 -0.05
C 3.431 3.212 -3.495 -0.06
C 2.499 4.124 -3.087 -0.08
C 1.620 3.766 -2.074 -0.45
H -0.753 3.513 0.432 0.08
H 2.559 0.551 -1.506 0.09
H 4.196 1.199 -3.260 0.12
H 4.171 3.484 -4.205 0.10
H 2.443 5.124 -3.502 0.12
C -1.323 -3.037 -4.495 -0.09
C -1.822 -1.763 -4.510 -0.09
C -1.744 -0.971 -3.372 -0.01
C -1.153 -1.441 -2.198 -0.29
C -0.664 -2.744 -2.207 -0.06
C -0.756 -3.544 -3.311 -0.08
N -1.096 -0.594 -1.078 -0.13
C -2.356 -0.186 -0.558 -0.33
C -3.355 -1.135 -0.284 -0.02
C -4.521 -0.798 0.377 -0.05
C -4.792 0.538 0.694 -0.07
C -3.851 1.500 0.394 -0.05
C -2.626 1.159 -0.251 -0.03
H -1.391 -3.668 -5.361 0.10
H -2.283 -1.393 -5.420 0.11
H -2.129 0.045 -3.399 0.12
H -0.129 -3.078 -1.326 0.09
H -0.424 -4.567 -3.231 0.11
H -3.177 -2.178 -0.557 0.13
H -5.235 -1.607 0.559 0.12
H -5.719 0.836 1.131 0.10
H -4.071 2.547 0.590 0.11
H -1.938 1.937 -0.543 0.08
```

- Net charge: +1
- ΔE to the lowest compared entry with this formula, charge and spin: 0.0000 eV
- Frontier orbital gap (spin up / spin down): 6.58 / 6.58 eV
- HOMO (spin up / spin down): -9.8 / -9.8 eV
- LUMO energy (spin up / spin down): -3.246 / -3.246 eV

---

Q: Which E_tot values were calculated for the entries above? A: -73509.746, -59414.761, -120479.281, -153880.310, -81354.138, in eV.
Q: Which max |F| values were calculated for the entries above? A: 0.99, 0.78, 3.06, 1.76, 1.71, in eV Å⁻¹.